Entry 1:
The following is a DFT calculation (ωB97M-V/def2-TZVPD) of 2 unconnected molecules or ions with the total composition C2H6N2O.

Last column: natural (NBO) charge in e.
Geometry (Å):
O 0.391 1.592 -3.947  -0.57
C 0.121 0.745 -3.099  0.20
H 0.756 0.657 -2.184  0.13
H -0.737 0.084 -3.202  0.09
N -1.014 0.120 1.556  -1.04
C 0.215 -0.621 1.888  -0.14
N 1.293 -0.401 1.232  -0.69
H -1.609 0.315 2.349  0.30
H -1.582 -0.396 0.947  0.32
H 0.096 -1.372 2.712  0.08
H 2.068 -0.723 1.749  0.32

Results
* net charge: -1
* multiplicity: 2
* orbital gap (spin up / spin down): 2.52 / 9.78 eV
* expectation value of S²: 0.75



Entry 2:
The following is a DFT calculation (ωB97M-V/def2-TZVPD) of a molecular structure, C28H62BBr25InNO3P.

Last column: Löwdin charge in e.
Geometry (Å):
C -0.635 -2.173 -3.138  -0.19
C -0.418 -2.498 -1.669  -0.72
Br -1.541 -4.177 -1.336  0.56
C -0.870 -1.444 -0.699  -0.34
In -0.608 0.710 -1.325  0.68
C -1.247 1.190 -3.405  -0.37
N -2.731 1.054 -3.609  -0.10
P -2.228 2.069 0.156  0.42
O -2.928 3.141 -0.660  -0.68
B 1.474 1.575 -0.925  -0.69
O 1.631 2.772 -0.210  0.00
O 2.664 1.021 -1.366  0.05
H 0.101 -1.416 -3.410  0.07
H -0.579 -3.046 -3.783  0.04
H -1.620 -1.713 -3.241  0.07
H 0.609 -2.822 -1.511  0.08
H -1.918 -1.562 -0.425  0.02
H -0.287 -1.574 0.217  0.03
H -0.976 2.228 -3.609  0.01
H -0.750 0.594 -4.174  0.01
H -3.147 1.922 -3.289  0.03
H -3.062 0.344 -2.967  0.02
H -1.483 2.556 1.247  -0.13
H -3.207 1.181 0.688  -0.06
H 1.144 3.494 -0.627  -0.02
H 3.243 1.773 -1.559  0.08
Br 2.955 -8.506 -3.504  0.59
C 2.416 -6.990 -2.395  -0.69
C 1.245 -6.258 -2.984  -0.71
Br 1.772 -5.140 -4.491  0.61
H 3.294 -6.362 -2.275  0.04
H 2.147 -7.421 -1.433  0.04
H 0.823 -5.572 -2.254  0.00
H 0.467 -6.921 -3.344  -0.03
Br -2.956 -7.472 -2.267  0.60
C -3.429 -8.425 -3.895  -0.69
C -2.227 -9.078 -4.527  -0.69
Br -1.076 -7.808 -5.441  0.66
H -3.922 -7.708 -4.543  0.05
H -4.144 -9.187 -3.589  0.05
H -2.540 -9.783 -5.295  0.05
H -1.602 -9.588 -3.801  0.05
Br -0.095 5.294 -2.265  0.70
C -1.215 6.458 -1.175  -0.67
C -0.505 6.899 0.077  -0.66
Br -0.482 5.451 1.370  0.64
H -2.132 5.907 -0.971  0.05
H -1.433 7.310 -1.816  -0.06
H -1.043 7.715 0.558  0.03
H 0.523 7.202 -0.097  0.05
Br 2.036 -5.237 1.001  0.63
C 0.296 -5.721 1.734  -0.74
C 0.276 -5.622 3.233  -0.69
Br 1.193 -7.125 4.073  0.58
H 0.067 -6.717 1.371  0.04
H -0.401 -5.009 1.297  -0.02
H -0.747 -5.671 3.598  0.04
H 0.752 -4.719 3.601  0.05
Br 1.011 8.946 -4.805  0.60
C -0.763 8.206 -5.105  -0.69
C -1.840 9.221 -4.825  -0.68
Br -2.106 9.465 -2.914  0.68
H -0.843 7.318 -4.484  0.01
H -0.779 7.916 -6.153  0.06
H -2.798 8.874 -5.206  0.06
H -1.618 10.199 -5.240  0.05
Br -3.316 4.132 1.891  0.70
C -3.795 5.272 3.400  -0.71
C -5.192 4.995 3.886  -0.70
Br -6.534 5.765 2.699  0.59
H -3.657 6.301 3.077  -0.04
H -3.071 5.041 4.180  0.01
H -5.366 5.465 4.851  0.01
H -5.408 3.934 3.957  0.05
Br -0.159 5.117 5.933  0.63
C -0.614 6.261 7.435  -0.73
C -1.986 5.949 7.968  -0.67
Br -3.367 6.659 6.797  0.67
H -0.517 7.285 7.091  0.02
H 0.143 6.063 8.190  0.00
H -2.144 6.431 8.931  0.06
H -2.170 4.884 8.063  0.05
Br 6.880 -6.918 -4.546  0.62
C 7.638 -7.883 -3.038  -0.69
C 6.679 -7.923 -1.878  -0.70
Br 6.607 -6.220 -0.940  0.61
H 8.581 -7.404 -2.797  0.05
H 7.828 -8.889 -3.408  0.02
H 7.011 -8.646 -1.137  0.06
H 5.663 -8.157 -2.184  0.00
Br -6.813 -6.192 0.970  0.61
C -5.600 -7.650 1.396  -0.70
C -4.439 -7.183 2.232  -0.68
Br -3.134 -6.221 1.160  0.63
H -5.287 -8.086 0.452  0.04
H -6.201 -8.370 1.947  0.05
H -3.902 -8.036 2.644  0.06
H -4.736 -6.521 3.039  0.05
Br -2.314 8.551 3.425  0.68
C -2.792 10.021 4.602  -0.69
C -4.006 10.758 4.106  -0.70
Br -3.579 11.919 2.603  0.60
H -1.916 10.656 4.686  0.05
H -2.997 9.557 5.566  0.02
H -4.392 11.420 4.879  0.06
H -4.795 10.091 3.774  0.05
Br 9.351 -10.486 -9.733  0.59
C 8.178 -9.314 -8.710  -0.70
C 8.788 -8.926 -7.391  -0.70
Br 8.691 -10.377 -6.100  0.61
H 7.232 -9.835 -8.599  0.05
H 8.037 -8.435 -9.335  0.06
H 8.230 -8.108 -6.941  0.01
H 9.833 -8.649 -7.475  0.05
Br 3.093 5.628 8.551  0.64
C 3.998 7.347 8.660  -0.69
C 3.223 8.342 9.482  -0.69
Br 1.701 9.061 8.506  0.63
H 4.164 7.678 7.640  0.05
H 4.955 7.134 9.132  0.06
H 3.843 9.204 9.716  0.06
H 2.834 7.915 10.400  0.05

Results
* net charge: -1
* orbital gap: 5.53 eV



Entry 3:
The following is a DFT calculation (ωB97M-V/def2-TZVPD) of 12 unconnected molecules or ions with the total composition H26NO11.

Last column: natural (NBO) charge in e.
Geometry (Å):
N -23.198 -13.547 -3.315  -0.87
H -23.434 -12.596 -3.382  0.46
H -24.127 -14.054 -3.495  0.48
H -23.081 -13.788 -2.252  0.46
H -22.558 -13.976 -3.799  0.42
O -25.089 -11.751 -1.299  -0.95
H -24.905 -10.823 -1.351  0.47
H -24.363 -12.119 -0.878  0.45
O -26.647 -14.610 -3.608  -0.97
H -26.368 -15.412 -3.990  0.50
H -26.696 -14.567 -2.722  0.47
O -24.981 -14.812 -6.016  -0.97
H -25.556 -14.379 -6.721  0.48
H -25.170 -15.749 -6.119  0.49
O -23.262 -13.118 -0.275  -0.92
H -22.855 -12.618 0.351  0.48
H -23.762 -13.568 0.383  0.48
O -25.112 -15.444 -0.835  -0.91
H -25.554 -16.155 -0.576  0.47
H -25.021 -14.934 0.081  0.45
O -20.741 -15.555 -3.565  -0.97
H -20.289 -15.821 -4.535  0.51
H -19.804 -15.448 -3.111  0.51
O -23.396 -10.689 -4.934  -0.96
H -23.412 -11.389 -5.661  0.48
H -22.474 -10.276 -4.993  0.48
O -20.974 -12.164 -1.766  -0.95
H -20.548 -11.704 -2.441  0.48
H -21.495 -11.478 -1.235  0.47
O -22.223 -15.679 -0.393  -0.90
H -21.701 -15.942 0.247  0.47
H -22.227 -14.832 -0.288  0.46
O -22.685 -16.974 -2.494  -1.01
H -22.582 -16.554 -1.707  0.46
H -22.021 -16.265 -3.092  0.47
O -25.282 -16.999 -4.017  -0.96
H -24.781 -16.946 -3.228  0.49
H -25.719 -17.839 -3.613  0.48

Results
* net charge: +1
* orbital gap: 9.60 eV



Entry 4:
The following is a DFT calculation (ωB97M-V/def2-TZVPD) of C6H9BrClNO in the gas phase.

Last column: natural (NBO) charge in e.
Geometry (Å):
O 1.082 1.614 3.548  -0.21
N 0.807 0.801 2.687  0.11
C 1.176 1.129 1.337  0.07
Br 2.578 2.648 1.179  -0.05
C 0.049 1.552 0.408  -0.48
C -1.000 0.387 0.089  -0.39
C -0.288 -0.746 -0.548  -0.42
C 0.824 -1.311 0.293  -0.45
C 1.878 -0.204 0.589  -0.20
Cl 3.333 -0.974 1.344  -0.04
H 0.255 2.090 -0.618  0.26
H -0.433 2.363 0.972  0.23
H -1.762 0.684 -0.595  0.22
H -1.481 0.140 1.088  0.20
H -1.105 -1.513 -0.568  0.22
H -0.048 -0.454 -1.563  0.21
H 0.241 -1.859 1.119  0.24
H 1.507 -2.027 -0.277  0.24
H 2.237 0.265 -0.400  0.24

Results
* structure (SMILES): O=N[C@]1(Br)CCCC[C@@H]1Cl
* net charge: 0
* orbital gap: 9.01 eV



Entry 5:
The following is a DFT calculation (ωB97M-V/def2-TZVPD) of a molecular structure, C26H29AsN3OPdS.

Last column: natural (NBO) charge in e.
Geometry (Å):
Pd -0.076 0.625 0.124  0.90
C 2.777 -1.430 1.818  -0.65
C 3.306 -0.200 1.133  0.25
C 4.616 -0.172 0.660  -0.25
C 5.112 0.990 0.104  -0.15
C 4.297 2.110 0.056  -0.24
C 3.006 1.998 0.542  0.17
N 2.509 0.870 1.046  -0.46
C 2.066 3.166 0.527  0.20
C 2.520 4.467 0.679  -0.23
C 1.598 5.498 0.668  -0.14
C 0.255 5.212 0.493  -0.23
C -0.119 3.888 0.336  0.19
N 0.769 2.898 0.367  -0.48
C -1.530 3.492 0.023  0.18
C -2.618 4.219 0.470  -0.24
C -3.887 3.797 0.099  -0.14
C -4.014 2.714 -0.746  -0.24
C -2.869 2.046 -1.172  0.24
C -2.947 0.957 -2.208  -0.65
N -1.656 2.404 -0.744  -0.48
H 3.022 -1.392 2.883  0.24
H 3.230 -2.337 1.411  0.21
H 1.697 -1.480 1.725  0.23
H 5.236 -1.059 0.736  0.22
H 6.122 1.029 -0.286  0.23
H 4.647 3.042 -0.374  0.23
H 3.572 4.668 0.827  0.23
H 1.926 6.524 0.782  0.23
H -0.481 6.006 0.448  0.23
H -2.479 5.078 1.115  0.23
H -4.765 4.323 0.458  0.23
H -4.988 2.381 -1.083  0.23
H -3.060 1.412 -3.194  0.24
H -3.803 0.300 -2.049  0.23
H -2.028 0.379 -2.221  0.23
S -1.022 -0.210 2.015  0.07
C -1.945 -1.638 1.607  -0.23
C -2.236 -2.551 2.629  -0.20
C -2.950 -3.706 2.349  -0.20
C -3.402 -3.953 1.057  -0.21
C -3.134 -3.041 0.039  -0.17
C -2.403 -1.896 0.307  -0.25
H -1.895 -2.348 3.639  0.23
H -3.167 -4.411 3.143  0.23
H -3.970 -4.851 0.845  0.23
H -3.508 -3.223 -0.962  0.21
H -2.182 -1.191 -0.468  0.22
C 2.521 -3.201 -1.864  -1.00
As 0.738 -2.689 -1.408  2.01
C -0.385 -3.130 -2.891  -1.00
C 0.198 -3.806 0.043  -1.01
O 0.694 -1.056 -1.107  -1.21
H 2.530 -4.180 -2.341  0.25
H 3.123 -3.224 -0.959  0.25
H 2.916 -2.448 -2.541  0.26
H -0.166 -4.134 -3.257  0.25
H -0.191 -2.399 -3.673  0.26
H -1.424 -3.068 -2.578  0.25
H 0.311 -4.845 -0.275  0.25
H -0.843 -3.607 0.294  0.27
H 0.832 -3.614 0.906  0.25

Results
* net charge: +1
* multiplicity: 3
* orbital gap (spin up / spin down): 8.56 / 6.08 eV
* expectation value of S²: 2.02



Entry 6:
The following is a DFT calculation (ωB97M-V/def2-TZVPD) of C5H4ClF in the gas phase.

Last column: natural (NBO) charge in e.
Geometry (Å):
F 0.377 -1.703 -0.399  -0.33
C 0.113 -0.395 -0.119  0.30
Cl 1.428 0.460 -0.944  -0.04
C -1.285 0.048 -0.595  -0.22
C -1.816 0.716 0.431  -0.20
C -0.978 0.626 1.624  -0.20
C 0.152 -0.022 1.351  -0.22
H -1.605 -0.266 -1.591  0.24
H -2.832 1.110 0.513  0.22
H -1.333 0.989 2.589  0.22
H 0.970 -0.166 1.974  0.23

Results
* structure (SMILES): FC1(Cl)C=CC=C1
* net charge: 0
* orbital gap: 9.26 eV



Entry 7:
The following is a DFT calculation (ωB97M-V/def2-TZVPD) of C6H9N in the gas phase.

Last column: natural (NBO) charge in e.
Geometry (Å):
C 2.883 0.396 0.049  -0.63
C 1.903 -0.745 -0.037  -0.24
C 0.658 -0.695 -0.433  0.00
C -0.604 -0.810 -0.769  -0.10
N -1.681 -0.682 0.142  -0.40
C -2.734 0.258 -0.186  -0.25
C -1.775 0.541 0.913  -0.25
H 3.667 0.300 -0.712  0.22
H 3.382 0.394 1.025  0.22
H 2.389 1.362 -0.084  0.22
H 2.268 -1.727 0.270  0.21
H -0.893 -1.079 -1.784  0.21
H -3.743 -0.081 0.037  0.20
H -2.630 0.836 -1.104  0.19
H -1.014 1.298 0.722  0.20
H -2.073 0.433 1.952  0.20

Results
* structure (SMILES): CC=C=CN1CC1
* net charge: 0
* orbital gap: 9.44 eV



What did we get for E_tot? Answer: -7195.9017, -1803879.6984, -24424.9186, -92467.2143, -109098.8093, -20488.3196, -7854.9772 eV, in the order shown.